No. 1
A cluster of 9 separate species, C6H28O8 in total at a distorted geometry. Source: OMol25; level of theory: ωB97M-V/def2-TZVPD.

Each line ends with the Mulliken charge.
Element x y z (Å)
C: -1.0747 -1.4463 -2.4618  -1.485
C: 0.1282 -1.5419 -1.5086  -0.522
C: -0.0785 -0.7265 -0.2045  1.714
C: -1.2684 -1.1472 0.5928  0.572
C: -2.1554 -0.2719 1.0559  -0.875
C: -1.4179 -2.6221 0.8529  -1.572
H: -0.9965 -2.2177 -3.2305  0.386
H: -1.1109 -0.4986 -2.9912  0.253
H: -2.0210 -1.5856 -1.9361  0.296
H: 0.2904 -2.5992 -1.2882  0.440
H: 0.9979 -1.1377 -2.0273  0.337
H: 0.8369 -0.8259 0.3838  -0.575
H: -0.0999 0.3251 -0.4906  -0.360
H: -3.0142 -0.5636 1.6536  0.280
H: -2.0953 0.7998 0.9054  0.176
H: -2.1207 -2.8498 1.6515  0.444
H: -1.7324 -3.1323 -0.0607  0.339
H: -0.4571 -3.0784 1.1185  0.318
H: 0.7244 1.9815 -3.5212  0.256
H: 1.0229 1.9111 -2.0116  0.432
O: 0.5946 1.4010 -2.7566  -0.657
H: 2.6926 -2.5588 -0.2374  0.325
H: 2.9853 -1.2039 -0.8277  0.334
O: 3.1097 -1.7216 -0.0169  -0.698
H: 0.8924 3.3673 -0.4470  0.460
H: 1.7214 2.2691 0.1801  0.329
O: 1.6631 2.7847 -0.6426  -0.802
H: 0.9498 -0.5411 3.2388  0.430
H: -0.5786 -0.7929 2.9991  0.317
O: 0.0424 -0.2057 3.4496  -0.781
H: -2.2587 0.8539 -1.4908  0.306
H: -1.0777 1.5538 -2.2125  0.392
O: -1.9514 1.7007 -1.7898  -0.728
H: -0.5134 2.9710 1.0376  0.416
H: -1.3807 3.0875 -0.2587  0.388
O: -0.7682 3.5791 0.3299  -0.785
H: 2.7994 -0.9341 1.5456  0.369
H: 2.3318 0.4803 1.9597  0.351
O: 2.5465 -0.3968 2.3195  -0.773
H: 0.9148 2.5362 2.6334  0.235
H: 0.2985 1.1121 2.5175  0.389
O: 0.6282 1.8854 1.9873  -0.671

Force components x, y, z for each atom (eV/Å):
0.3 -0.3 -0.1
-0.7 0.4 0.1
0.7 -0.2 -0.9
-0.3 0.1 0.2
-0.4 0.2 0.3
0.3 -0.2 -0.1
-0.1 0.0 0.0
0.0 0.1 0.1
0.0 -0.1 0.0
0.2 0.0 0.1
0.1 -0.1 0.0
-0.1 -0.2 0.2
-0.4 0.1 0.2
0.1 -0.3 0.0
0.3 0.0 -0.2
-0.1 0.1 -0.1
-0.1 0.0 0.0
0.0 0.1 0.0
-0.1 -0.3 0.1
-0.1 -0.4 -0.3
0.4 0.7 0.1
0.0 -0.2 0.1
0.1 0.0 0.3
0.1 0.0 -0.6
0.1 -0.2 0.0
-0.1 0.1 -0.3
0.0 0.0 0.2
-0.5 0.0 0.0
0.1 0.1 0.0
0.5 -0.3 0.1
-0.2 -0.6 0.2
-0.2 -0.1 0.1
0.2 0.9 -0.1
-0.1 -0.3 0.0
0.4 0.1 0.3
-0.5 0.2 -0.6
0.0 0.1 0.1
0.1 -0.3 0.1
0.0 0.2 0.0
0.0 0.1 0.2
-0.1 0.1 0.1
0.2 0.0 -0.1

No. 2
A cluster of 8 separate species, C6H28O8 in total at a distorted geometry. Source: OMol25; level of theory: ωB97M-V/def2-TZVPD.

Each line ends with the Mulliken charge.
Element x y z (Å)
C: -3.3848 -1.4576 -1.4085  -0.449
O: -2.9804 -1.9758 -2.7357  -0.500
H: -4.3388 -0.9412 -1.3024  0.369
H: -3.5185 -2.2872 -0.7143  0.282
H: -2.5537 -0.8922 -0.9871  0.040
H: -3.6018 -1.5902 -3.3576  0.285
C: 1.6691 -2.5259 0.5221  -0.315
O: 0.2872 -2.1485 0.7123  -0.512
H: 2.1803 -2.0064 1.3327  0.206
H: 1.9438 -3.5806 0.5078  0.314
H: 1.9514 -2.0591 -0.4216  -0.016
H: -0.1975 -2.5594 -0.0073  0.264
C: 1.1063 2.8217 1.8027  -0.576
O: 1.1959 2.6689 0.4427  -0.522
H: 0.1761 3.2521 2.1736  0.258
H: 1.2727 1.8785 2.3232  0.213
H: 1.9138 3.4556 2.1690  0.380
H: 1.4750 3.5385 0.1466  0.272
C: 2.7813 0.1015 -2.8940  -0.534
O: 3.8451 0.4917 -2.0591  -0.627
H: 1.7854 0.5325 -2.7915  0.145
H: 3.0586 0.2496 -3.9377  0.393
H: 2.6908 -0.9835 -2.8437  0.246
H: 4.5255 -0.1837 -2.0096  0.320
O: -0.4283 -0.2890 -3.4471  -0.635
H: -0.6371 -1.2225 -3.4125  0.302
H: -0.0967 -0.0846 -2.5728  0.267
O: 2.7904 0.4590 0.3529  -0.671
H: 3.2550 0.6667 -0.4578  0.410
H: 2.2884 1.2495 0.5512  0.247
O: -0.2516 0.4017 -0.2362  -0.510
H: 0.1395 -0.2585 0.3362  0.343
H: 0.3756 1.1248 -0.2320  0.293
C: -1.9440 0.2295 3.6282  -0.855
C: -2.8074 0.4618 2.3976  -0.154
O: -2.2678 1.4528 1.5128  -0.512
H: -0.9409 0.0600 3.2369  0.142
H: -2.2683 -0.6286 4.2168  0.353
H: -1.9299 1.1315 4.2400  0.259
H: -3.8039 0.8374 2.6299  0.329
H: -2.9877 -0.4198 1.7826  0.132
H: -1.7681 1.0295 0.8108  0.325

Force components x, y, z for each atom (eV/Å):
0.9 -1.1 0.0
-1.0 0.7 1.6
0.2 0.4 -0.8
0.1 -0.5 -0.2
-0.2 0.5 -0.3
0.1 0.0 -0.2
-0.1 1.4 0.0
0.3 -1.1 0.2
0.3 -0.2 -0.2
-0.6 -0.2 0.2
0.6 -0.1 0.0
-0.3 0.0 0.0
0.2 0.2 3.0
0.0 0.6 -1.5
-0.3 -0.1 -0.3
-0.3 -0.2 -0.2
0.1 0.2 0.0
0.0 -0.2 -0.8
0.4 -1.7 -1.7
0.0 1.2 0.5
0.6 0.5 0.9
0.0 0.4 -0.2
-0.5 -0.1 0.2
-0.2 -0.1 -0.2
0.2 0.2 -0.4
-0.3 -0.2 0.0
-0.2 0.1 0.6
-0.2 -0.5 1.0
0.3 0.0 -0.6
0.1 0.2 -0.1
-0.6 0.1 -0.6
0.2 -0.8 0.2
0.1 0.5 0.0
0.0 0.2 -0.8
-0.5 0.5 -0.9
-0.2 0.3 0.7
0.2 -0.2 0.3
0.0 0.0 0.0
0.0 -0.1 0.1
-0.1 -0.1 0.4
0.2 -0.5 0.4
0.4 -0.2 -0.2

No. 3
A cluster of 8 separate species, C6H28O8 in total at a distorted geometry. Source: OMol25; level of theory: ωB97M-V/def2-TZVPD.

Each line ends with the Mulliken charge.
Element x y z (Å)
C: 0.5127 -2.6431 2.2968  -0.095
O: -0.2178 -2.9997 3.4727  -0.555
H: 0.7925 -1.5877 2.3498  0.057
H: 1.4405 -3.2132 2.2017  0.190
H: -0.1336 -2.8382 1.4461  0.109
H: 0.2889 -2.6633 4.2181  0.307
C: -2.1313 -2.7726 -1.2387  -0.298
O: -2.7222 -2.2504 -2.4496  -0.530
H: -2.8690 -3.2585 -0.6021  0.339
H: -1.3118 -3.4125 -1.5536  0.332
H: -1.7157 -1.9066 -0.7116  -0.110
H: -3.5887 -1.9238 -2.1837  0.293
C: -4.2275 0.5612 0.8597  -0.213
O: -4.6255 0.3250 2.2196  -0.519
H: -3.2492 1.0543 0.8317  0.103
H: -4.1482 -0.4113 0.3593  0.057
H: -4.9805 1.1978 0.4032  0.278
H: -4.0404 -0.3610 2.5562  0.293
C: 3.9869 -1.6410 1.8255  -0.721
O: 3.1322 -0.6722 1.2289  -0.461
H: 5.0317 -1.4796 1.5557  0.338
H: 3.9737 -1.6918 2.9176  0.288
H: 3.6495 -2.5965 1.4317  0.232
H: 3.6221 0.1540 1.1506  0.257
C: 0.1087 0.3101 -0.3510  -0.497
O: 1.0374 1.0182 0.4630  -0.574
H: 0.4412 -0.7148 -0.5430  0.273
H: -0.8795 0.2124 0.1135  0.120
H: -0.0854 0.7190 -1.3456  0.366
H: 1.5308 0.3093 0.9041  0.318
C: 0.9414 2.6930 -4.7250  -0.553
O: 0.1738 2.5257 -3.5443  -0.450
H: 1.8672 2.1166 -4.7294  0.256
H: 0.2866 2.3411 -5.5222  0.220
H: 1.1584 3.7480 -4.9104  0.258
H: 0.7374 2.6684 -2.7693  0.332
O: 0.0684 3.1915 2.0654  -0.688
H: 0.0973 3.9437 1.4636  0.308
H: 0.2564 2.4090 1.5079  0.391
O: 1.8280 3.2331 -1.2627  -0.702
H: 1.4511 2.6021 -0.6248  0.361
H: 2.5113 3.7042 -0.7753  0.288

Force components x, y, z for each atom (eV/Å):
0.0 0.2 0.6
0.3 0.0 -0.2
-0.1 0.1 -0.3
-0.1 -0.2 -0.1
0.0 0.1 -0.1
-0.1 -0.1 0.1
0.0 1.2 -0.8
-0.2 -0.5 0.6
0.1 -0.3 -0.1
-0.1 -0.3 0.2
0.1 -0.3 0.3
0.1 0.1 -0.3
0.2 -0.4 0.8
0.1 0.1 -0.4
-0.1 0.1 -0.1
-0.1 0.3 -0.4
0.0 -0.1 -0.1
-0.1 0.1 0.1
0.2 -0.5 -0.2
0.2 0.4 0.3
-0.1 0.0 -0.3
-0.4 0.3 0.0
0.2 -0.1 0.1
-0.1 0.0 0.0
-0.9 -1.0 -0.5
-0.4 -0.3 -0.4
0.2 0.1 0.1
0.2 0.2 0.3
0.5 0.6 0.2
0.3 0.3 0.2
-0.6 0.1 0.1
0.2 -0.2 0.3
0.0 -0.1 0.1
0.2 0.0 -0.2
0.1 0.0 0.0
0.0 0.3 -0.3
0.1 -0.3 -0.3
-0.1 -0.1 0.1
0.0 0.4 0.3
-0.2 -0.1 0.3
0.3 0.0 0.0
-0.1 0.0 -0.1

No. 4
A cluster of 8 separate species, C6H29NO7 in total at a distorted geometry. Source: OMol25; level of theory: ωB97M-V/def2-TZVPD.

Each line ends with the Mulliken charge.
Element x y z (Å)
C: 0.5810 3.0331 1.2908  -1.534
C: 0.8827 1.7452 0.5090  -0.472
C: 0.5064 0.4426 1.2512  2.104
C: -0.1591 0.5550 2.6124  -2.094
C: 1.8579 -0.3483 1.4965  -0.880
C: 1.5473 -1.8564 1.3922  -1.401
N: -0.0093 1.7785 -0.6933  -0.446
H: -0.4869 3.0680 1.5225  0.332
H: 0.9038 2.9842 2.3435  0.335
H: 1.0635 3.8721 0.8144  0.448
H: 1.8644 1.7880 0.0407  0.480
H: -0.0996 -0.1581 0.5733  -0.620
H: -1.0923 1.1165 2.4670  0.411
H: -0.3984 -0.4038 3.0727  0.391
H: 0.4109 1.0909 3.3609  0.475
H: 2.6975 -0.0294 0.8869  0.546
H: 2.1019 -0.0609 2.5221  0.352
H: 1.4898 -2.4263 2.3186  0.334
H: 2.2655 -2.4810 0.8456  0.490
H: 0.6069 -1.9545 0.8785  0.452
H: -0.9843 1.6034 -0.4739  0.229
H: 0.1213 2.6173 -1.2386  0.295
H: -0.2956 -1.6820 -3.9402  0.342
H: 0.9665 -2.4409 -4.0797  0.311
O: 0.0143 -2.5907 -4.0992  -0.637
H: -0.2910 -1.3641 -1.5826  0.345
H: 0.0344 0.1671 -1.8880  0.335
O: -0.0068 -0.7307 -2.2520  -0.650
H: -0.3736 -3.3586 -1.6153  0.340
H: 1.0160 -2.9385 -1.2192  0.320
O: 0.1289 -3.0478 -0.8484  -0.694
H: -1.8730 -2.1353 -0.0907  0.291
H: -2.2120 -1.8423 1.3891  0.303
O: -2.4792 -1.6616 0.4871  -0.713
H: -2.2587 3.1801 -0.9464  0.345
H: -3.4768 3.1684 -0.0741  0.328
O: -3.0867 3.6197 -0.8269  -0.688
H: 2.8532 -1.6092 -0.8019  0.237
H: 2.2729 -1.2318 -2.1157  0.376
O: 2.9911 -1.7629 -1.7377  -0.719
H: -3.5825 1.1667 -1.1104  0.319
H: -3.0483 0.1237 -0.0396  0.263
O: -2.9641 0.9947 -0.4012  -0.579

Force components x, y, z for each atom (eV/Å):
0.4 -1.2 1.7
-2.6 1.2 -0.7
3.0 -0.5 0.1
-1.2 0.7 -0.5
-1.2 -0.4 0.8
0.6 -0.3 0.1
0.6 -0.7 -0.4
-0.1 0.6 -1.0
0.8 0.1 -0.3
-0.5 0.5 -0.1
0.4 -0.4 0.7
-0.1 0.2 0.1
-0.1 -0.2 0.4
0.0 -0.2 -0.3
0.4 0.2 -0.1
-0.1 0.0 -0.4
0.5 -0.3 0.0
-0.2 0.4 0.4
0.1 0.4 -0.2
-0.2 -0.3 0.0
0.0 0.2 0.1
-0.2 0.2 0.0
-0.1 -0.4 0.2
0.0 -0.3 -0.1
0.1 0.2 -0.2
0.2 0.3 0.2
-0.2 0.3 0.6
0.3 0.3 -0.7
0.1 -0.2 -0.1
0.2 0.0 0.1
-0.6 -0.4 -0.5
0.2 -0.1 0.2
0.2 -0.2 0.1
-0.3 0.2 -0.2
0.8 -0.4 -0.1
0.0 -0.1 0.1
-0.8 0.8 0.0
0.2 0.0 0.4
0.0 0.0 -0.2
-0.5 0.1 -0.2
-0.2 -0.3 -0.1
-0.2 -1.2 0.0
0.5 1.2 0.1

| no. | lowest unoccupied orbital energy (eV) | highest occupied orbital energy (eV) |
| --- | --- | --- |
| 1 | 0.2154 | -9.81 |
| 2 | 0.4756 | -9.72 |
| 3 | 0.1839 | -9.85 |
| 4 | 0.3141 | -9.55 |